{"formula": "FH3OP2", "method": "ωB97M-V with the def2-TZVPD basis set", "charge": 0, "orbital_gap_ha": 0.300, "total_energy_ha": -859.517772, "de_lowest_kcal_mol": 71.32, "symbols": ["P", "P", "F", "H", "H", "O", "H"], "coordinates": [[0.92181, -1.13036, -0.54926], [-0.40795, -0.03696, 0.82830], [-0.49435, -0.52583, -2.24044], [0.24994, -2.26916, -0.38857], [-0.94829, 0.50699, -0.30769], [0.31233, 1.43966, 0.92673], [0.36651, 2.01566, 1.73092]], "atomic_forces_ev_per_a": [[-0.949, 3.088, -2.800], [0.169, 0.585, 0.623], [2.387, -1.157, 2.618], [-1.296, -1.750, 0.142], [-1.314, -0.808, -1.069], [1.156, 1.552, 1.299], [-0.153, -1.511, -0.813]]}